C23H26CoN6OS | ωB97M-V/def2-TZVPD

Last column: Löwdin charge in e.
Element x y z (Å)
Co  -0.0049  -0.1748  -0.3713  0.780
S  0.6758  -4.6799  -0.4618  1.148
O  0.2063  -0.2393  -2.5563  -0.160
N  -0.0403  -2.2512  -0.3135  -0.118
N  -1.9988  0.5868  -0.6158  0.029
N  0.0526  3.5032  -1.1711  0.160
N  2.0686  0.3336  -0.2543  0.039
N  -0.4732  4.3469  -0.3182  0.185
N  0.2514  -0.0758  1.7421  0.034
C  0.9609  -3.0276  -0.6659  -0.450
C  -4.6922  0.7175  0.1081  0.006
C  -0.3649  -1.2202  -3.4790  -0.172
C  -0.8860  -4.3391  0.1355  -0.328
C  2.4991  0.3876  1.0382  -0.137
C  -0.6186  -0.3532  2.7018  -0.099
C  -2.6096  -0.2487  -2.8822  -0.107
C  -1.7774  -1.5314  -3.0499  -0.142
C  2.9785  0.4687  -1.2124  -0.107
C  3.3458  0.4241  3.7355  0.023
C  4.2450  0.6320  2.7532  0.019
C  -0.2818  -0.3781  4.0566  0.007
C  4.3341  0.6883  -0.9714  -0.003
C  -2.4055  1.1591  0.5399  -0.169
C  1.9686  0.1692  3.4241  -0.116
C  1.0118  -0.1048  4.4196  0.052
C  3.8437  0.6022  1.3758  -0.118
C  -1.0991  -3.0018  0.1499  -0.233
C  -3.7191  1.2594  0.9370  -0.029
C  -2.9580  0.1576  -1.4733  -0.242
C  1.5404  0.1654  2.0907  -0.139
C  4.7681  0.7616  0.3282  0.051
C  -4.2997  0.1810  -1.1041  0.021
H  -1.6319  -0.5794  2.3931  0.113
H  -1.6178  1.5449  1.1742  0.090
H  1.3094  -0.1102  5.4608  0.143
H  5.8143  0.9248  0.5561  0.144
H  0.2720  -2.1041  -3.4948  0.127
H  -2.2152  -2.1584  -3.8274  0.139
H  5.0172  0.7843  -1.8034  0.131
H  -1.0375  -0.6128  4.7926  0.131
H  -1.3787  4.7581  -0.5228  0.173
H  -0.5102  3.2215  -1.9652  0.155
H  5.2872  0.8102  2.9833  0.137
H  0.8898  0.2424  -3.0289  0.082
H  -2.0031  -2.5133  0.4834  0.117
H  2.6411  0.3802  -2.2357  0.104
H  -2.0788  0.5868  -3.3467  0.123
H  -1.7879  -2.1293  -2.1406  0.090
H  -5.7373  0.7387  0.3882  0.136
H  -3.5467  -0.3408  -3.4268  0.126
H  0.1213  4.7623  0.3906  0.170
H  -1.5567  -5.1252  0.4431  0.095
H  1.0628  3.4454  -1.2373  0.157
H  3.6483  0.4336  4.7745  0.138
H  -5.0387  -0.1971  -1.7970  0.135
H  -3.9705  1.7360  1.8741  0.126
H  1.8960  -2.6489  -1.0520  0.090
H  -0.3702  -0.7680  -4.4714  0.140

Its HOMO energy (alpha / beta) is -17.0 / -17.1 eV. The maximum force comes out at 0.0081 hartree/bohr. Its total charge is +3. The value obtained for the molecular weight is 493.50 g/mol. As for the HOMO-LUMO gap (alpha / beta): 0.3126 / 0.2165 Eh. Its multiplicity is 5.